Entry 1:
The following is a DFT calculation (ωB97M-V/def2-TZVPD) of an isolated molecule of C8HBr3F4N2 at a distorted geometry.

The max |F| comes out at 4.436 eV/Å. As for the energy relative to the best compared isomer or geometry (same formula, charge and spin): 0.00 kcal per mole. The value obtained for the orbital gap is 0.323 Eh. Its SMILES is Fc1c(Br)c(Br)c2nc(C(F)(F)F)[nH]c2c1Br. For the electronic energy, the calculation gives -8536.46264 a.u.

Element x y z (Å)
F (-0.206, 4.056, -0.317)
C (0.062, 2.746, -0.027)
C (0.696, 2.410, 1.220)
Br (1.150, 3.829, 2.505)
C (1.025, 1.072, 1.584)
Br (2.025, 0.645, 3.180)
C (0.421, 0.096, 0.668)
N (0.356, -1.283, 0.818)
C (-0.293, -1.822, -0.209)
C (-0.238, -3.272, -0.607)
F (0.494, -4.009, 0.357)
F (-1.480, -3.751, -0.693)
F (0.302, -3.379, -1.837)
N (-0.839, -0.771, -0.937)
C (-0.289, 0.441, -0.518)
C (-0.347, 1.766, -0.908)
Br (-1.287, 2.003, -2.658)
H (-1.551, -0.776, -1.621)

Löwdin population analysis, charges in e, atoms 1 to 2: F 0.0283; C -0.3057

---

Entry 2:
The following is a DFT calculation (ωB97M-V/def2-TZVPD) of a structure of composition C8IrN4S4.

The max |F| comes out at 0.103 eV/Å. The value obtained for the orbital gap (spin up / spin down) is 0.264 / 0.219 Eh. The spin multiplicity is 2. As for the expectation value of S²: 0.759. For the electronic energy, the calculation gives -2220.91683 a.u.

Element x y z (Å)
Ir (0.294, -0.453, -0.172)
S (0.371, -1.881, 1.504)
C (1.924, -1.742, 2.289)
C (2.166, -2.591, 3.412)
N (2.329, -3.285, 4.312)
C (2.807, -0.854, 1.805)
S (2.348, 0.110, 0.424)
C (4.112, -0.641, 2.346)
N (5.169, -0.470, 2.761)
S (-0.373, -1.020, -2.229)
C (-1.625, 0.211, -2.187)
S (-1.418, 0.929, -0.600)
C (-2.518, 0.523, -3.140)
C (-2.526, -0.188, -4.385)
N (-2.527, -0.779, -5.369)
C (-3.473, 1.570, -2.925)
N (-4.240, 2.407, -2.752)

Löwdin population analysis, charges in e, atoms 1 to 2: Ir 0.4153; S 0.6254

---

Entry 3:
The following is a DFT calculation (ωB97M-V/def2-TZVPD) of a cluster of 17 separate species, C90H132B8F32N15O6 in total at a distorted geometry.

As for the net charge: +7. The max |F| comes out at 4.963 eV/Å. The value obtained for the orbital gap is 0.176 Eh. For the electronic energy, the calculation gives -8174.86289 a.u.

Element x y z (Å)
C (22.286, 19.527, 18.572)
O (22.578, 20.888, 18.448)
C (23.987, 21.111, 18.601)
C (24.297, 22.624, 18.393)
N (23.483, 23.151, 17.127)
H (23.807, 22.856, 16.216)
H (22.587, 22.695, 17.216)
C (23.149, 24.668, 17.155)
C (22.208, 25.009, 16.024)
O (21.248, 23.980, 16.076)
C (20.282, 24.041, 15.054)
H (22.389, 19.186, 19.602)
H (22.788, 18.921, 17.817)
H (21.215, 19.408, 18.406)
H (24.641, 20.537, 17.944)
H (24.299, 20.829, 19.607)
H (25.320, 22.947, 18.203)
H (23.819, 23.227, 19.166)
H (24.151, 25.092, 17.100)
H (22.839, 24.977, 18.153)
H (22.697, 25.022, 15.050)
H (21.717, 25.981, 16.089)
H (20.751, 24.257, 14.094)
H (19.641, 24.911, 15.200)
H (19.696, 23.124, 14.983)
C (29.402, 20.740, 23.039)
O (29.710, 19.894, 24.175)
C (30.484, 18.761, 23.947)
C (30.274, 17.697, 25.086)
N (28.781, 17.755, 25.606)
H (28.688, 17.221, 26.459)
H (28.729, 18.676, 26.017)
C (27.707, 17.453, 24.540)
C (27.517, 16.006, 24.331)
O (27.423, 15.342, 25.542)
C (27.379, 13.932, 25.363)
H (29.251, 20.202, 22.103)
H (30.176, 21.459, 22.769)
H (28.498, 21.320, 23.222)
H (31.541, 19.014, 24.021)
H (30.250, 18.287, 22.994)
H (30.970, 17.869, 25.907)
H (30.339, 16.668, 24.733)
H (27.792, 17.979, 23.589)
H (26.961, 17.927, 25.178)
H (28.398, 15.744, 23.745)
H (26.635, 15.715, 23.761)
H (27.496, 13.386, 26.299)
H (28.223, 13.584, 24.767)
H (26.532, 13.428, 24.898)
C (17.379, 16.595, 24.315)
O (17.576, 17.957, 24.043)
C (16.406, 18.801, 24.093)
C (15.873, 19.221, 25.426)
N (17.059, 19.451, 26.405)
H (16.704, 18.972, 27.220)
H (17.705, 18.787, 26.002)
C (17.656, 20.934, 26.541)
C (17.749, 21.786, 25.260)
O (16.555, 22.020, 24.502)
C (16.680, 23.070, 23.569)
H (18.411, 16.250, 24.383)
H (16.790, 16.115, 23.533)
H (16.827, 16.347, 25.222)
H (15.621, 18.329, 23.501)
H (16.623, 19.584, 23.365)
H (15.221, 18.507, 25.929)
H (15.307, 20.151, 25.386)
H (18.592, 20.761, 27.072)
H (17.045, 21.442, 27.287)
H (18.475, 21.417, 24.535)
H (18.222, 22.737, 25.504)
H (16.909, 24.035, 24.022)
H (15.714, 23.022, 23.066)
H (17.311, 22.894, 22.698)
C (21.803, 22.186, 21.806)
N (20.773, 21.140, 21.510)
C (20.919, 19.818, 22.030)
C (19.943, 18.893, 21.824)
C (18.848, 19.156, 21.016)
C (18.707, 20.452, 20.533)
C (19.605, 21.430, 20.868)
C (17.770, 18.231, 20.668)
C (16.434, 18.647, 20.708)
C (15.413, 17.711, 20.486)
N (15.665, 16.443, 20.067)
C (16.962, 16.067, 19.834)
C (17.986, 16.889, 20.291)
C (14.602, 15.534, 19.659)
H (22.300, 22.484, 20.882)
H (22.590, 21.812, 22.460)
H (21.272, 22.996, 22.306)
H (21.823, 19.603, 22.580)
H (19.990, 17.882, 22.201)
H (17.859, 20.664, 19.898)
H (19.542, 22.438, 20.486)
H (16.171, 19.647, 21.021)
H (14.392, 18.037, 20.618)
H (17.075, 15.051, 19.487)
H (19.030, 16.616, 20.323)
H (13.718, 15.816, 20.232)
H (14.690, 14.483, 19.932)
H (14.421, 15.486, 18.585)
C (23.313, 11.496, 22.962)
N (24.421, 12.169, 22.320)
C (24.163, 12.583, 21.079)
C (25.263, 13.008, 20.252)
C (26.549, 12.995, 20.699)
C (26.765, 12.482, 22.021)
C (25.678, 12.114, 22.804)
C (27.604, 13.487, 19.776)
C (28.535, 14.439, 20.103)
C (29.501, 14.793, 19.139)
N (29.623, 14.176, 17.953)
C (28.759, 13.194, 17.611)
C (27.717, 12.860, 18.486)
C (30.628, 14.632, 16.989)
H (23.294, 10.429, 22.738)
H (22.347, 11.900, 22.660)
H (23.463, 11.705, 24.021)
H (23.115, 12.615, 20.822)
H (24.971, 13.292, 19.252)
H (27.759, 12.246, 22.371)
H (25.653, 11.696, 23.799)
H (28.546, 14.968, 21.044)
H (30.162, 15.624, 19.336)
H (28.989, 12.675, 16.692)
H (27.046, 12.058, 18.216)
H (31.087, 13.740, 16.564)
H (31.287, 15.450, 17.280)
H (30.037, 15.139, 16.226)
C (11.070, 12.819, 26.920)
N (12.487, 12.912, 26.688)
C (13.150, 13.917, 27.318)
C (14.553, 13.950, 27.168)
C (15.228, 13.149, 26.250)
C (14.425, 12.266, 25.522)
C (13.092, 12.123, 25.787)
C (16.726, 13.295, 26.099)
C (17.593, 13.462, 27.180)
C (19.013, 13.532, 27.006)
N (19.520, 13.354, 25.749)
C (18.683, 13.187, 24.663)
C (17.281, 13.259, 24.844)
C (20.942, 13.363, 25.529)
H (10.818, 11.770, 27.069)
H (10.514, 13.234, 26.080)
H (10.861, 13.312, 27.870)
H (12.683, 14.520, 28.083)
H (15.095, 14.696, 27.731)
H (14.890, 11.719, 24.715)
H (12.418, 11.562, 25.157)
H (17.228, 13.581, 28.190)
H (19.713, 13.719, 27.806)
H (19.063, 13.223, 23.652)
H (16.661, 12.942, 24.019)
H (21.519, 12.989, 26.374)
H (21.302, 14.351, 25.243)
H (21.211, 12.833, 24.616)
C (16.696, 12.989, 11.453)
N (17.111, 12.541, 12.836)
C (17.206, 11.229, 13.081)
C (17.514, 10.791, 14.370)
C (17.826, 11.677, 15.381)
C (17.816, 13.035, 15.076)
C (17.360, 13.444, 13.809)
C (18.042, 11.136, 16.674)
C (17.651, 11.757, 17.876)
C (18.074, 11.275, 19.143)
N (18.866, 10.206, 19.176)
C (19.261, 9.511, 18.067)
C (18.880, 10.036, 16.807)
C (19.163, 9.699, 20.474)
H (16.978, 12.223, 10.730)
H (17.359, 13.823, 11.224)
H (15.635, 13.236, 11.495)
H (16.992, 10.607, 12.224)
H (17.617, 9.746, 14.621)
H (18.011, 13.749, 15.863)
H (17.335, 14.455, 13.429)
H (17.024, 12.624, 17.727)
H (17.784, 11.782, 20.052)
H (19.901, 8.660, 18.249)
H (19.315, 9.490, 15.983)
H (19.114, 10.500, 21.211)
H (20.158, 9.255, 20.425)
H (18.559, 8.831, 20.736)
C (21.824, 17.455, 24.257)
N (22.745, 17.485, 25.350)
C (23.786, 16.573, 25.381)
C (24.634, 16.581, 26.470)
C (24.552, 17.518, 27.504)
C (23.495, 18.361, 27.428)
C (22.586, 18.403, 26.344)
C (25.558, 17.556, 28.628)
C (26.196, 16.402, 29.114)
C (27.200, 16.469, 30.052)
N (27.672, 17.720, 30.381)
C (27.094, 18.834, 29.937)
C (26.003, 18.769, 29.102)
C (28.871, 17.806, 31.301)
H (20.925, 18.020, 24.503)
H (21.313, 16.492, 24.229)
H (22.226, 17.656, 23.264)
H (23.803, 15.908, 24.530)
H (25.437, 15.860, 26.510)
H (23.392, 19.105, 28.204)
H (21.757, 19.095, 26.331)
H (25.918, 15.404, 28.808)
H (27.797, 15.645, 30.415)
H (27.541, 19.735, 30.331)
H (25.600, 19.658, 28.640)
H (28.618, 18.383, 32.191)
H (29.580, 18.433, 30.760)
H (29.218, 16.810, 31.575)
C (21.117, 12.634, 16.998)
N (22.220, 13.584, 17.281)
C (21.902, 14.514, 18.197)
C (22.815, 15.601, 18.399)
C (24.075, 15.605, 17.800)
C (24.321, 14.575, 16.886)
C (23.414, 13.568, 16.573)
C (25.095, 16.603, 17.972)
C (25.391, 17.412, 16.915)
C (26.255, 18.525, 17.072)
N (26.785, 18.739, 18.278)
C (26.465, 17.999, 19.385)
C (25.676, 16.902, 19.232)
C (27.545, 19.978, 18.543)
H (21.469, 11.789, 16.407)
H (20.366, 13.156, 16.405)
H (20.803, 12.305, 17.989)
H (20.971, 14.423, 18.737)
H (22.519, 16.380, 19.086)
H (25.307, 14.599, 16.446)
H (23.586, 12.856, 15.779)
H (25.068, 17.133, 15.923)
H (26.773, 19.075, 16.301)
H (26.799, 18.303, 20.367)
H (25.514, 16.281, 20.101)
H (26.781, 20.566, 19.052)
H (28.092, 20.337, 17.671)
H (28.262, 19.726, 19.324)
B (19.013, 15.997, 17.341)
F (19.713, 15.771, 16.076)
F (17.669, 16.361, 17.175)
F (19.035, 14.773, 17.970)
F (19.694, 16.986, 18.065)
B (20.270, 9.931, 24.574)
F (20.220, 10.750, 25.726)
F (21.588, 9.518, 24.406)
F (19.501, 8.803, 24.731)
F (20.051, 10.661, 23.420)
B (24.906, 18.997, 22.481)
F (26.180, 19.466, 22.282)
F (23.981, 19.542, 21.587)
F (24.893, 17.613, 22.233)
F (24.497, 19.220, 23.808)
B (19.766, 16.660, 27.637)
F (20.497, 16.028, 28.610)
F (20.179, 16.297, 26.457)
F (18.401, 16.363, 27.808)
F (19.836, 18.030, 27.721)
B (22.965, 9.874, 19.428)
F (22.414, 9.073, 18.513)
F (22.470, 11.140, 19.312)
F (22.667, 9.433, 20.685)
F (24.304, 9.965, 19.285)
B (21.345, 14.765, 22.039)
F (22.167, 14.315, 22.996)
F (21.008, 13.727, 21.221)
F (20.159, 15.372, 22.505)
F (22.180, 15.597, 21.299)
B (15.712, 11.012, 21.622)
F (16.771, 11.488, 22.328)
F (14.733, 10.770, 22.542)
F (15.238, 11.990, 20.806)
F (16.090, 9.914, 20.946)
B (24.551, 12.815, 27.194)
F (24.125, 13.686, 26.284)
F (23.426, 12.152, 27.737)
F (25.302, 11.933, 26.501)
F (25.233, 13.490, 28.165)

Löwdin population analysis, charges in e, atoms 1 to 2: C -0.0877; O -0.1772